[1]
DFT (the ωB97M-V functional and the def2-TZVPD basis) results for a cluster of 2 separate species, C5H4Cl2FNO2S in total.

XYZ file:
```
16
C5H4Cl2FNO2S (the ωB97M-V functional and the def2-TZVPD basis)
H 1.891 -0.537 -0.207
O -3.210 1.173 1.908
H 0.343 -1.588 1.666
C 0.148 0.898 -0.621
C 0.007 -0.728 0.927
O -3.390 -1.352 1.837
Cl -1.684 -0.191 3.799
H -1.792 1.477 -0.287
Cl -1.805 3.183 4.048
F -0.769 3.620 1.868
H 0.433 1.639 -1.454
C -1.126 -0.023 0.929
C -1.495 4.247 2.766
C 0.824 -0.152 -0.023
N -1.031 0.987 0.024
S -2.623 -0.120 2.003
```

Values from the calculation:
ΔE to the lowest compared entry with this formula, charge and spin = 52.7 kcal per mole
Charge = 0
Gap between HOMO and LUMO = 8.95 eV
HOMO = -9.38 eV
F_max = 4.56 eV/A
2S+1 = 1

[2]
DFT (the ωB97M-V functional and the def2-TZVPD basis) results for a cluster of 8 separate species, C38H85N3O10S5 in total.

XYZ file:
```
141
C38H85N3O10S5 (the ωB97M-V functional and the def2-TZVPD basis)
O -1.132 -0.484 3.557
C -2.683 -2.441 -0.621
H 1.871 -4.188 -6.241
H -0.806 4.222 1.735
H -5.409 2.988 -2.790
H 2.257 2.159 0.847
H -3.765 -2.695 2.981
C -5.488 3.419 -1.792
H 3.337 -3.084 -1.562
H -4.051 0.898 -0.943
H -2.759 -4.201 4.735
C -3.212 -0.877 5.256
H -0.417 1.165 1.659
H 4.599 0.135 1.844
H 6.096 -3.660 3.827
H -3.343 3.160 4.823
H -1.535 3.166 4.985
H -4.699 -3.995 1.086
S -2.531 -0.796 3.536
H 4.349 -4.896 2.639
H -2.324 2.765 3.444
C 3.499 -2.812 -6.538
H 2.211 5.077 -6.299
H 4.528 4.322 -5.462
S 1.055 3.254 -5.208
H 1.568 -3.638 2.308
C -1.743 6.023 1.199
H -2.778 -2.380 6.751
O -3.493 -0.130 2.675
H 4.202 -6.375 -3.937
C -0.812 5.242 2.150
C 3.659 -4.148 2.248
H -4.248 1.438 0.740
H -5.234 -4.699 -0.427
H 0.268 2.700 -1.345
C 2.621 -4.872 -3.879
C -0.282 5.835 4.515
H 1.193 0.263 1.601
C 2.359 4.476 -5.399
C 3.102 -2.480 -3.626
C -2.385 3.384 4.342
C 3.530 -1.786 1.559
H -2.738 5.577 1.159
S -0.144 0.010 -0.410
H -4.758 -1.850 -0.215
H 2.051 0.193 -1.127
H -2.238 -2.964 2.460
H -4.268 -0.685 5.064
H 0.953 0.594 -2.456
C -4.249 3.052 -0.975
O -6.525 0.330 -1.483
C -2.474 4.873 3.992
C -2.740 -2.565 3.343
H 3.221 -2.293 0.647
H 4.486 -4.830 -4.877
O -6.794 1.142 0.891
H -6.910 3.427 -0.096
O -2.269 -4.863 1.293
H -0.609 8.022 4.359
H 4.119 -0.176 0.302
C 1.207 2.182 0.559
N 4.163 -2.795 2.404
C -0.452 7.250 5.117
H 4.182 1.733 -6.399
C 3.658 3.676 -5.343
H 0.189 5.650 2.006
C 3.783 -5.605 -4.581
H 4.189 -2.661 -3.672
H 3.189 2.826 -7.243
H 3.715 -1.758 -6.357
C 2.125 1.781 -5.635
H 3.836 3.272 -4.339
H -7.635 2.789 -1.665
H 1.981 2.794 -1.374
C 1.163 2.183 -0.996
H 0.742 3.091 0.928
H -1.298 6.078 0.204
H 3.472 -2.278 4.304
H 4.683 -4.156 4.817
H 1.839 -5.309 2.311
N -1.217 5.404 3.516
H -4.059 3.803 -0.204
H 3.615 -4.347 1.173
C 3.384 2.456 -6.231
H 3.441 -6.058 -5.514
H 3.284 -2.934 -7.601
H 2.896 -4.684 -2.840
C 2.772 -2.345 -2.128
H 0.448 7.594 5.636
H 2.277 5.240 -4.624
O -2.937 -6.198 -0.779
H -2.636 5.442 4.914
H 1.705 -2.344 -1.918
O 0.831 3.144 -3.763
H -3.377 5.023 3.394
H -0.264 5.137 5.362
C 0.466 0.885 1.094
H 4.985 -1.396 3.731
H 3.148 -1.383 -1.772
H 5.531 -1.076 0.908
H 0.689 5.754 4.024
O 0.132 -1.424 -0.194
H -2.778 -0.043 5.803
H 2.710 -1.244 2.047
N 2.369 -3.500 -4.345
H -2.206 -3.899 -2.087
C 2.241 -3.267 -5.791
H -3.331 2.993 -1.556
H -2.468 -1.692 -1.384
S -2.916 -4.965 -0.012
H -1.359 -3.101 5.024
H -4.576 -2.695 -1.676
C 4.423 -2.327 3.758
O -1.423 0.537 -0.778
C -4.507 -4.020 0.012
O -0.030 3.460 -6.147
C -2.013 -3.723 -1.024
C 4.535 -0.722 1.164
S -6.249 1.312 -0.449
C 2.236 -4.386 2.745
C -4.468 1.673 -0.298
H -1.245 7.339 5.862
H -0.941 -3.876 -0.936
H 5.850 -2.829 5.337
H 2.152 -4.449 3.829
C -6.744 2.995 -1.082
H -4.174 -2.651 5.900
H 1.720 0.928 -6.168
H 1.737 -5.510 -3.859
H -2.279 -2.034 0.304
H 4.369 -3.387 -6.232
C 5.326 -3.328 4.526
H 1.455 -2.514 -5.903
C -3.145 -2.324 5.722
H -1.905 7.021 1.611
H -5.479 4.507 -1.902
C 1.154 0.751 -1.394
C -4.198 -2.678 -0.652
H 3.032 -1.509 -4.122
H 2.390 1.453 -4.628
C -2.395 -3.176 4.699
```

Values from the calculation:
ΔE to the lowest compared entry with this formula, charge and spin = 56.9 kcal per mole
Charge = 0
Gap between HOMO and LUMO = 8.00 eV
HOMO = -7.79 eV
F_max = 3.77 eV/A
2S+1 = 1

> Look up the ΔE to the lowest compared entry with this formula, charge and spin of the first one.

52.7 kcal per mole

> Look up the HOMO of the second one.

-7.79 eV

> Which of these has the lowest ΔE to the lowest compared entry with this formula, charge and spin?

C5H4Cl2FNO2S

> Look up the charge of the first one.

0